Version a
{"formula": "C2H5FS2", "method": "ωB97M-V/def2-TZVPD", "homo_lumo_gap_ev": 9.70, "spin_multiplicity": 1, "lumo_energy_ev": 0.12, "symbols": ["C", "C", "F", "S", "S", "H", "H", "H", "H", "H"], "xyz": [[-1.05, 0.33, 0.28], [0.25, 0.04, 0.94], [0.90, 1.61, 0.33], [0.54, -1.15, -1.81], [1.24, -1.22, 0.16], [-0.95, 0.78, -0.66], [-1.68, -0.55, 0.24], [-1.59, 0.92, 0.88], [0.65, -0.01, 1.99], [1.68, -0.75, -2.33]]}

---

Version b
{"formula": "C2H5FS2", "method": "ωB97M-V/def2-TZVPD", "homo_lumo_gap_ev": [7.72, 7.72], "spin_multiplicity": 1, "lumo_energy_ev": [-0.42, -0.42], "symbols": ["C", "C", "F", "S", "S", "H", "H", "H", "H", "H"], "xyz": [[-0.87, -0.20, 0.03], [0.24, -1.07, -0.39], [-0.07, -2.32, 0.06], [3.22, 0.47, -0.51], [2.44, -0.75, 0.78], [-1.23, -0.49, 1.02], [-0.59, 0.73, -0.19], [-1.82, -0.62, -0.43], [0.68, -0.98, -1.36], [2.45, 1.50, -0.33]]}

---

Most stable: version a (next structure +59.0 kJ/mol)

---

Version a
{"formula": "C7H12O2S2", "method": "ωB97M-V/def2-TZVPD", "homo_lumo_gap_ev": [6.73, 6.73], "spin_multiplicity": 1, "lumo_energy_ev": [-0.98, -0.98], "symbols": ["C", "C", "C", "C", "C", "C", "C", "O", "O", "S", "S", "H", "H", "H", "H", "H", "H", "H", "H", "H", "H", "H", "H"], "xyz": [[-1.71, 1.44, -0.12], [-1.56, 0.14, -0.27], [2.29, -1.08, 0.93], [3.34, -1.46, -0.15], [-0.34, -0.55, -0.04], [-3.05, 2.17, -0.15], [-2.76, -0.69, -0.48], [4.96, 0.62, 0.31], [2.59, 0.94, -0.64], [1.01, 0.18, 0.59], [3.99, 0.26, -0.73], [-0.84, 1.92, -0.02], [1.70, -1.88, 1.52], [2.91, -0.67, 1.79], [4.18, -1.94, 0.44], [2.98, -1.97, -0.99], [-0.33, -1.62, -0.22], [-3.77, 1.43, 0.32], [-2.95, 3.08, 0.48], [-3.39, 2.42, -1.16], [-3.48, -0.33, -1.14], [-2.60, -1.65, -0.76], [-3.17, -0.79, 0.50]]}

---

Version b
{"formula": "C7H12O2S2", "method": "ωB97M-V/def2-TZVPD", "homo_lumo_gap_ev": [8.31, 8.31], "spin_multiplicity": 1, "lumo_energy_ev": [-0.15, -0.15], "symbols": ["C", "C", "C", "C", "C", "C", "C", "O", "O", "S", "S", "H", "H", "H", "H", "H", "H", "H", "H", "H", "H", "H", "H"], "xyz": [[2.66, -1.01, 0.76], [2.21, -1.84, 1.71], [1.64, -0.34, -0.12], [0.26, -0.88, 0.35], [-2.87, 1.44, -0.09], [-1.07, 3.05, -0.85], [-2.42, 2.66, -0.35], [-0.57, -3.28, -1.15], [1.76, -3.91, -0.77], [0.54, -2.28, 1.59], [0.38, -4.10, -0.42], [3.60, -0.68, 0.67], [1.62, 0.82, -0.06], [2.06, -0.55, -1.15], [-0.42, -0.29, 0.93], [-0.43, -1.28, -0.40], [-3.74, 1.24, 0.37], [-2.50, 0.54, -0.34], [2.66, -2.35, 2.56], [-0.56, 2.19, -1.50], [-0.47, 3.41, -0.09], [-1.14, 3.99, -1.58], [-3.20, 3.47, -0.08]]}

---

Most stable: version b (next structure +79.4 kJ/mol)

---

Version a
{"formula": "C2H2S3", "method": "ωB97M-V/def2-TZVPD", "homo_lumo_gap_ev": 8.49, "spin_multiplicity": 1, "lumo_energy_ev": -0.34, "symbols": ["C", "C", "S", "S", "S", "H", "H"], "xyz": [[-2.22, -0.57, 0.06], [1.69, 0.35, -0.06], [-2.41, 0.77, 0.86], [-1.87, -1.92, -0.64], [0.87, 1.44, -0.85], [1.61, 0.24, 1.07], [2.34, -0.30, -0.44]]}

---

Version b
{"formula": "C2H2S3", "method": "ωB97M-V/def2-TZVPD", "homo_lumo_gap_ev": 7.11, "smiles": "S=CC(=S)S", "spin_multiplicity": 1, "lumo_energy_ev": -1.99, "symbols": ["C", "C", "H", "H", "S", "S", "S"], "xyz": [[0.14, 0.28, -0.18], [-0.29, -0.31, 1.14], [0.45, 0.28, -2.33], [0.11, 0.32, 1.98], [-0.43, -0.48, -1.62], [1.17, 1.57, -0.16], [-1.15, -1.67, 1.17]]}

---

Most stable: version b (next structure +15.9 kJ/mol)

---

Version a
{"formula": "C2H5NO3S", "method": "ωB97M-V/def2-TZVPD", "homo_lumo_gap_ev": 9.75, "spin_multiplicity": 1, "lumo_energy_ev": 0.50, "symbols": ["C", "C", "N", "O", "O", "O", "S", "H", "H", "H", "H", "H"], "xyz": [[-1.19, -0.74, -0.34], [-0.69, 0.71, -0.15], [0.99, -1.39, -0.26], [1.86, 0.90, -0.92], [-0.31, -1.68, 0.25], [1.35, 0.51, 1.41], [1.04, 0.12, -0.11], [-2.28, -0.86, 0.05], [-1.20, -1.05, -1.36], [-0.77, 1.26, -0.97], [-0.96, 1.10, 0.86], [2.15, 1.12, 1.54]]}

---

Version b
{"formula": "C2H5NO3S", "method": "ωB97M-V/def2-TZVPD", "homo_lumo_gap_ev": [7.59, 9.89], "spin_multiplicity": 1, "lumo_energy_ev": [-1.27, -0.95], "symbols": ["C", "C", "N", "O", "O", "O", "S", "H", "H", "H", "H", "H"], "xyz": [[-1.45, -0.51, -0.60], [-0.42, 0.02, 0.27], [-0.84, -1.22, 0.53], [1.51, -0.27, -1.49], [1.75, 1.55, 0.37], [1.97, -0.80, 0.93], [1.40, 0.06, -0.09], [-2.45, -0.17, -0.49], [-1.24, -0.90, -1.57], [-0.93, 2.31, 1.29], [-0.21, -2.00, 0.54], [0.90, 1.93, 0.31]]}

---

Version c
{"formula": "C2H5NO3S", "method": "ωB97M-V/def2-TZVPD", "homo_lumo_gap_ev": [8.97, 8.43], "spin_multiplicity": 1, "lumo_energy_ev": [-0.05, -0.44], "symbols": ["C", "C", "N", "O", "O", "O", "S", "H", "H", "H", "H", "H"], "xyz": [[1.90, 0.74, -0.01], [-0.57, -1.13, 0.04], [-3.49, -0.51, -0.07], [-2.50, -0.64, -0.64], [-0.19, 0.92, 1.69], [-0.66, 1.22, -0.69], [0.09, 0.54, 0.32], [1.89, 1.79, -0.25], [2.53, 0.29, 0.73], [2.15, 0.38, -0.98], [-0.64, -1.88, 0.75], [-0.51, -1.70, -0.90]]}

---

Most stable: version a (next structure +137.0 kJ/mol)

---

Version a
{"formula": "C2H5NO3S", "method": "ωB97M-V/def2-TZVPD", "homo_lumo_gap_ev": 8.96, "spin_multiplicity": 1, "lumo_energy_ev": 0.38, "symbols": ["C", "C", "N", "O", "O", "O", "S", "H", "H", "H", "H", "H"], "xyz": [[1.07, -1.12, 0.10], [0.44, 0.23, 0.28], [0.55, 1.12, -0.74], [0.82, -2.14, 0.92], [1.93, -1.20, -0.73], [-1.34, -0.15, 0.44], [-2.21, 0.31, -0.82], [0.48, 0.57, 1.25], [0.36, -1.80, 1.68], [0.27, 0.81, -1.70], [0.49, 2.06, -0.46], [-2.86, 1.32, -0.21]]}

---

Version b
{"formula": "C2H5NO3S", "method": "ωB97M-V/def2-TZVPD", "homo_lumo_gap_ev": [10.49, 7.10], "spin_multiplicity": 1, "lumo_energy_ev": [0.44, -1.30], "symbols": ["C", "C", "N", "O", "O", "O", "S", "H", "H", "H", "H", "H"], "xyz": [[0.14, -0.23, 1.00], [-0.53, 0.19, -1.61], [-3.81, 0.35, -2.15], [-2.84, 0.80, -1.73], [-1.39, -1.88, -0.38], [-2.28, 0.25, 0.27], [-1.09, -0.48, -0.17], [-0.26, 0.65, 1.47], [0.40, -0.98, 1.72], [1.03, 0.02, 0.63], [-0.06, -0.41, -2.25], [-0.35, 1.17, -1.72]]}

---

Most stable: version a (next structure +458.0 kJ/mol)

---

Version a
{"formula": "C3H3N2S2", "method": "ωB97M-V/def2-TZVPD", "homo_lumo_gap_ev": [6.22, 6.22], "spin_multiplicity": 1, "lumo_energy_ev": [3.19, 3.19], "total_charge": -1, "symbols": ["C", "C", "C", "N", "N", "S", "S", "H", "H", "H"], "xyz": [[0.32, -0.89, -0.11], [-1.09, -0.83, -0.11], [1.24, 1.52, 0.02], [1.08, 0.19, 0.07], [-1.68, 0.21, 0.29], [2.79, 0.40, 0.13], [-3.22, 0.54, 0.12], [0.84, -1.79, -0.62], [-1.52, -1.52, -0.78], [1.22, 2.16, 0.97]]}

---

Version b
{"formula": "C3H3N2S2", "method": "ωB97M-V/def2-TZVPD", "homo_lumo_gap_ev": [6.08, 6.08], "spin_multiplicity": 1, "lumo_energy_ev": [3.09, 3.09], "total_charge": -1, "symbols": ["C", "C", "C", "N", "N", "S", "S", "H", "H", "H"], "xyz": [[2.48, -0.86, 0.10], [0.28, 0.17, 0.18], [-0.96, 0.67, 0.14], [1.27, -0.51, -0.03], [-1.40, 1.84, 0.25], [-2.75, -0.76, 0.25], [3.83, -0.06, -0.42], [2.53, -1.79, 0.50], [-2.46, 1.91, 0.06], [-2.81, -0.60, -1.03]]}

---

Most stable: version b (next structure +136.4 kJ/mol)